14
Properties=species:S:1:pos:R:3 method="wB97M-V/def2-TZVPD" largest_force_ev_per_a=0.637 homo_energy_ev=-9.67 spin_multiplicity=1 e_above_lowest_kcal_mol=76.3
O -0.269 -2.341 -0.935
N -1.019 -1.545 -0.061
C -0.626 -0.341 -0.089
C -0.979 0.792 0.844
C 0.488 1.258 0.658
C 0.553 0.431 -0.658
O 1.736 -0.188 -1.050
H -0.672 -3.211 -0.817
H -1.315 0.519 1.846
H -1.694 1.489 0.394
H 1.139 0.799 1.410
H 0.695 2.328 0.592
H 0.212 1.050 -1.497
H 1.801 -1.036 -0.596